Formula: HN2OP
Source: the Open Molecules 2025 dataset
Level of theory: ωB97M-V/def2-TZVPD

ORCA input file:
```
! wB97M-V def2-TZVPD RIJCOSX def2/J DEFGRID3
* xyz 0 1
P 1.7942 0.9017 0.0947
N -0.6599 -0.2269 -0.8160
N -1.4850 -0.2457 -0.0768
H 2.6987 -0.1628 0.1114
O -2.3479 -0.2664 0.6866
*
```

Computed properties:
- orbital gap (alpha / beta) (eV) = 7.325 / 7.289
- energy relative to the best compared isomer or geometry (same formula, charge and spin) (kJ/mol) = 451.7
- highest occupied orbital energy (alpha / beta) (eV) = -8.69 / -8.62

Charges in e, computed with Mulliken, in the same order as the atoms: atom 1 (P): -0.01, atom 2 (N): -0.34, atom 3 (N): 0.84, atom 4 (H): 0.02, atom 5 (O): -0.52

***

Formula: C35H65NO9
Source: the Open Molecules 2025 dataset
Level of theory: ωB97M-V/def2-TZVPD

ORCA input file:
```
! wB97M-V def2-TZVPD RIJCOSX def2/J DEFGRID3
* xyz 0 1
H 0.1308 8.9604 -6.0291
H -1.8400 7.6656 -4.9681
O 1.5332 -2.7343 0.5441
O -7.0163 -5.9468 3.6896
H 0.3287 6.5097 -5.5033
C 2.8393 -0.1090 1.4325
H -7.2612 -3.9106 5.4347
N 1.8075 -0.9552 2.0221
H -5.8755 -5.6826 -1.2896
C -0.4197 -0.1500 1.8158
C 1.1013 -3.5688 -2.9571
C -3.3443 -0.6423 7.1204
H -5.2938 -3.2407 -1.1419
C 0.1128 -3.5402 -4.1093
H -4.2389 -6.0856 -0.7473
C -2.4058 -0.6574 0.0610
H -2.6530 1.4471 5.7722
H 10.1288 3.2454 -0.9422
H -0.2879 -4.5422 -4.2725
O 0.9531 0.5750 3.6204
H -2.7225 -4.2016 -0.4786
H 1.0763 4.2890 -2.6649
C 0.7538 -3.0367 -5.3932
H -0.7438 -0.5664 4.8389
O 1.4213 1.7043 -1.9729
O -3.4257 -3.5447 -0.4184
H 0.6154 -3.9266 -2.0489
C -1.5620 0.5910 1.9233
H 10.4988 1.0930 1.3084
H 4.1008 0.8275 -1.5257
C 0.5607 2.2138 -2.9928
H 0.7562 9.3350 -4.4142
H 3.5138 0.5465 3.3201
H -1.6422 1.3474 2.6912
H -7.1681 -6.2076 4.6046
H -1.2171 8.0376 -3.3515
H 1.1128 7.4080 -2.9472
C 0.7616 8.5938 -5.2181
C -4.5101 -3.9946 -1.2342
H 10.1990 2.8132 1.6102
H 9.1223 1.6031 2.3002
H 0.0248 -3.0195 -6.2041
C -6.2646 -4.7333 3.7026
H 1.7863 8.5146 -5.5821
H -3.2284 -0.8312 -0.6188
C -7.0560 -3.6351 4.3964
C -0.2637 -1.1373 0.8677
O -3.0164 0.7724 5.1879
C 1.0760 -1.7542 1.0590
H -4.4250 -0.5136 7.0476
H -6.1064 -4.4632 2.6576
C -4.9186 -4.9602 4.3739
H -4.3135 -4.0522 4.3670
H -4.8828 -4.4043 -3.3334
C 3.6571 0.6376 2.2525
H 2.0871 3.4798 -3.8505
C -1.1860 -0.6740 5.8249
O -1.0032 -2.7196 -3.7592
H 0.5994 1.4907 -3.8105
C -5.0238 -5.3252 -0.7092
C 9.6518 2.2679 -1.0562
H -3.4877 0.8759 1.0970
C 8.8402 1.9249 0.1836
O 7.8059 2.8904 0.3760
H 1.5922 -3.6678 -5.6912
H -1.2115 1.3367 -2.1174
H -6.5117 -2.6893 4.3910
H -4.3664 -5.7503 3.8644
H -2.9684 0.1265 7.8011
C -4.0653 -4.0859 -2.6842
H -3.2430 -4.7990 -2.7873
H 10.4287 1.5245 -1.2394
H -3.6963 -3.1215 -3.0326
H 1.1205 -2.0149 -5.2605
C -2.5671 0.3153 1.0219
H -0.6767 -1.8249 -3.6088
C 0.2741 7.2484 -4.7023
H 9.0061 2.3203 -1.9333
C -2.6951 -0.5020 5.7516
H 1.4753 -2.5624 -2.7471
H 5.5250 2.2033 -0.0526
H -0.9163 -1.6529 6.2254
H 2.4013 -0.5981 -0.6230
C -1.2633 -1.4114 -0.0342
H 8.3340 0.9700 0.0362
C 1.0650 3.5631 -3.4795
C -1.1547 7.3344 -4.1866
C 9.7200 1.8482 1.4217
H -5.3313 -5.2322 0.3332
H 8.2214 3.7494 0.5101
O 1.1388 6.7732 -3.6718
C -0.8642 2.3101 -2.4672
H -0.7416 0.0953 6.4624
C 3.9794 0.7866 -0.4540
H 0.4360 3.9574 -4.2788
H -8.0168 -3.4870 3.9027
H 1.9546 -4.2142 -3.1707
H -0.9104 2.9961 -1.6165
H 1.3984 2.3289 -1.2382
H 5.2265 2.0320 2.4141
H -3.1147 -1.2462 5.0725
C 4.6117 1.4632 1.7316
H -1.4877 6.3624 -3.8200
H -1.1335 -2.1714 -0.7913
H -1.5483 2.6691 -3.2383
C 4.7755 1.5455 0.3629
H -5.0586 -5.2760 5.4118
C 3.0098 -0.0385 0.0717
H -3.1382 -1.6204 7.5578
C 0.8335 -0.0872 2.6241
*
```

Computed properties:
- orbital gap (eV) = 8.705
- energy relative to the best compared isomer or geometry (same formula, charge and spin) (kJ/mol) = 0.0
- highest occupied orbital energy (eV) = -8.63
- SMILES = O=C1c2ccccc2C(=O)N1c1ccccc1.CC(C)O.CC(C)O.CC(C)O.CC(C)O.CC(C)O.CC(C)O.CC(C)O

These are the Mulliken partial charges, in e, on atoms 1 to 5: atom 1 (H): 0.37, atom 2 (H): 0.38, atom 3 (O): -0.53, atom 4 (O): -0.55, atom 5 (H): 0.27

***

Formula: C16H20F12O8
Source: the Open Molecules 2025 dataset
Level of theory: ωB97M-V/def2-TZVPD

ORCA input file:
```
! wB97M-V def2-TZVPD RIJCOSX def2/J DEFGRID3
* xyz 0 1
F 4.6220 -1.2449 5.2431
F 0.1600 2.3961 -3.4989
C 2.3930 -1.7219 4.4481
H -0.9000 -0.0489 2.1601
C 3.1330 -2.1399 -1.5509
F 1.1320 -5.7139 -3.6819
H -4.2930 -0.2899 -2.7939
C -1.6140 1.3151 -2.5489
C -0.0170 -5.0959 -3.4529
F 2.9630 -0.3369 6.3701
C 1.5560 -2.1789 -1.6829
H -4.7560 1.1341 -0.6969
O -0.8910 -2.9629 -2.6359
F -1.7990 2.5871 -4.5749
O 1.3250 4.0161 -1.0309
H -0.3530 5.0551 1.0881
H 1.0030 -2.4739 -0.8069
H -1.3850 4.5001 -0.1539
H 0.0210 -1.9699 3.4681
H 3.5780 -3.2199 -1.0809
H 3.5140 -1.9469 -2.5339
F 3.2920 -2.5029 6.5731
H 1.2460 -1.1709 -2.1149
C -1.8710 3.7351 1.6601
H -3.1730 0.7431 -0.2479
H -1.5810 3.7231 2.5601
H -2.8520 -0.8989 -2.2989
O -2.9770 1.1561 -2.7809
F 3.2220 2.0731 0.0371
H -0.9280 0.2431 3.8071
H -2.7980 4.3871 1.7331
H 0.8670 -1.1159 2.2481
C 0.9620 3.0031 -0.3759
C 0.5640 -0.8889 3.1311
O 1.3420 -3.3559 -2.4999
F 1.3980 0.6921 0.2781
O -0.1710 2.9491 0.3791
C -0.9310 4.1361 0.6591
O 1.5690 -0.6949 4.1841
F -0.6090 -5.7589 -2.3569
F -1.3510 3.8071 -2.6769
H 3.2930 -1.3499 -0.7559
H -4.4630 -0.5479 -0.3519
C -4.0940 0.4211 -0.7829
C -1.1270 2.5631 -3.4109
H 0.0640 1.1671 2.9241
C -3.5230 -0.0219 -2.2959
F 1.9610 1.3201 -1.7489
C 3.3080 -1.4519 5.6851
C -0.3840 0.2581 2.9971
O -0.9640 0.6541 -1.7419
H -2.2300 2.7821 1.3941
C 1.9750 1.7441 -0.3839
F -0.8520 -5.0519 -4.5009
C 0.0750 -3.6269 -2.8329
O 2.3510 -2.7809 3.8561
*
```

Computed properties:
- orbital gap (eV) = 11.422
- energy relative to the best compared isomer or geometry (same formula, charge and spin) (kJ/mol) = 617.2
- highest occupied orbital energy (eV) = -11.08
- SMILES = CCOC(=O)C(F)(F)F.CCOC(=O)C(F)(F)F.CCOC(=O)C(F)(F)F.CCOC(=O)C(F)(F)F

These are the Mulliken partial charges, in e, on atoms 1 to 5: atom 1 (F): -0.25, atom 2 (F): -0.17, atom 3 (C): 0.43, atom 4 (H): 0.39, atom 5 (C): -1.20

***

Formula: C3H7N2
Source: the Open Molecules 2025 dataset
Level of theory: ωB97M-V/def2-TZVPD

ORCA input file:
```
! wB97M-V def2-TZVPD RIJCOSX def2/J DEFGRID3
* xyz 1 1
H -1.9316 0.0899 -0.5764
N -0.3161 0.0388 0.6052
H 2.7250 0.2758 -0.6240
H 0.0284 0.7932 -1.1293
C 0.5838 0.9773 -0.1843
N 1.5224 -0.9803 0.4466
H 0.4930 1.9333 0.3509
H -0.5999 0.1182 1.5162
H -1.9156 -1.2923 0.6753
C 1.7657 0.1020 -0.1399
C -1.3438 -0.7122 -0.0863
H -1.0112 -1.3437 -0.8539
*
```

Computed properties:
- orbital gap (alpha / beta) (eV) = 8.541 / 10.187
- energy relative to the best compared isomer or geometry (same formula, charge and spin) (kJ/mol) = 408.5
- highest occupied orbital energy (alpha / beta) (eV) = -15.64 / -16.32

These are the Mulliken partial charges, in e, on atoms 1 to 5: atom 1 (H): 0.42, atom 2 (N): -0.09, atom 3 (H): 0.40, atom 4 (H): 0.29, atom 5 (C): -0.41

***

Formula: C4H12
Source: the Open Molecules 2025 dataset
Level of theory: ωB97M-V/def2-TZVPD

ORCA input file:
```
! wB97M-V def2-TZVPD RIJCOSX def2/J DEFGRID3
* xyz 0 1
C -1.4920 0.0900 -0.9616
H 0.1071 0.5593 0.9425
H 0.7356 1.2377 2.3293
H -2.5818 -0.5172 -2.6183
H 2.8018 0.7420 0.6542
C -1.5619 -0.6983 -2.2657
C 0.8470 0.3430 1.7175
H 0.3306 -0.4787 2.2141
H -0.5777 0.1635 -0.4024
H -0.9177 -0.3998 -3.0927
H 2.8193 0.4139 2.4192
H 2.5233 -0.8402 1.1257
H -1.7869 1.1314 -1.1647
H -2.2525 -0.1733 -0.2284
H -1.3366 -1.7486 -2.1388
C 2.3424 0.1753 1.4701
*
```

Computed properties:
- orbital gap (eV) = 12.292
- energy relative to the best compared isomer or geometry (same formula, charge and spin) (kJ/mol) = 70.2
- highest occupied orbital energy (eV) = -11.20
- SMILES = CC.CC

These are the Mulliken partial charges, in e, on atoms 1 to 5: atom 1 (C): -0.59, atom 2 (H): 0.11, atom 3 (H): 0.28, atom 4 (H): 0.25, atom 5 (H): 0.30

***

Formula: C30H27N4OPPdS2
Source: the Open Molecules 2025 dataset
Level of theory: ωB97M-V/def2-TZVPD

ORCA input file:
```
! wB97M-V def2-TZVPD RIJCOSX def2/J DEFGRID3
* xyz 0 1
C 2.1885 -4.3857 -1.5364
H -3.4780 3.9411 -1.1306
C -1.1244 2.9863 1.7299
C 2.1929 -3.6088 -0.3809
C 3.8393 -5.8448 -0.5743
C 3.0213 -3.9645 0.6810
C -2.3721 2.1925 -1.7283
P 1.1332 -2.1282 -0.3271
H 2.9993 -6.0984 -2.5325
H -0.3430 2.6075 -1.1917
H 3.0132 -3.3769 1.5903
C 3.7690 1.3879 -1.7475
C 2.5861 3.7348 1.5870
C 1.2172 3.9275 1.6263
C 1.6232 0.3278 -1.5182
N -1.7303 1.6872 1.6321
H 0.7919 4.9220 1.6470
Pd -0.5553 0.1253 1.5557
H -1.4679 3.6535 0.9289
C -3.3841 0.0251 1.7153
H 2.5206 0.3586 1.5483
O -3.8821 2.3475 2.0691
C -3.0351 1.4948 1.8376
C 2.1957 1.3894 1.5772
H 4.1461 2.2422 1.5372
H -1.6551 0.2121 -2.2418
N -4.7780 0.8472 -1.1929
H 4.3718 2.2250 -2.0767
C 0.3711 2.8298 1.6485
H -0.6364 2.6115 -2.9271
H 0.5481 0.3297 -1.6645
H 3.2557 4.5848 1.5701
C 3.0854 2.4427 1.5710
C -3.8948 -2.6267 1.3780
H 5.4456 0.2610 -1.0219
N 0.8700 1.5754 1.6107
C -2.6002 -2.1320 1.3856
C 2.2213 -0.7787 -0.9161
H -3.7835 -0.8768 -1.7282
C -4.6693 2.1628 -1.0476
C -4.9527 -1.7525 1.5577
C 3.6007 -0.7918 -0.7396
C -3.4997 2.8703 -1.2941
H 4.0844 -1.6501 -0.2901
H -5.9718 -2.1159 1.5486
C -2.4881 0.8168 -1.9070
H -5.4680 0.3404 1.8540
H -5.5508 2.6839 -0.6918
S -0.4635 -2.2949 -1.4501
C -1.0644 2.8925 -1.9634
C 3.8414 -5.0794 0.5829
S 0.8402 -1.7717 1.6722
C -4.6926 -0.4020 1.7325
H -1.3821 3.4841 2.6729
H 1.5241 -4.1180 -2.3482
H 4.4770 -6.7164 -0.6485
C 2.3920 1.4046 -1.9286
H -1.1800 3.9761 -1.9377
C -3.6915 0.1997 -1.6223
C 3.0111 -5.4976 -1.6324
H -1.7356 -2.7640 1.2463
N -2.3590 -0.8342 1.5538
H -4.0533 -3.6848 1.2266
H 1.9176 2.2576 -2.3984
H 4.4766 -5.3529 1.4155
C 4.3711 0.2884 -1.1531
*
```

Computed properties:
- orbital gap (eV) = 8.051
- energy relative to the best compared isomer or geometry (same formula, charge and spin) (kJ/mol) = 0.0
- highest occupied orbital energy (eV) = -8.06

These are the Mulliken partial charges, in e, on atoms 1 to 5: atom 1 (C): -0.51, atom 2 (H): 0.35, atom 3 (C): -0.48, atom 4 (C): 0.18, atom 5 (C): -0.39